# C3H3Br2F

C3H3Br2F in the gas phase at a distorted geometry (the ωB97M-V functional and the def2-TZVPD basis, OMol25).

Relative energy (zero: lowest compared OMol25 entry of this formula, charge and spin) in eV: 0.315
Structure (SMILES): C=C(Br)[C@H](F)Br
Calculated total energy in eV: -145960.469
HOMO in eV: -10.18
Kohn-Sham gap in eV: 10.18
LUMO level in eV: -0.01

The geometry in XYZ format:
```
9
Properties=species:S:1:pos:R:3:lowdin_charge:R:1
C -0.36207 0.11720 0.93700 -0.0118
C 0.51693 0.58228 0.06352 -0.6654
Br 1.22030 2.42156 -0.20657 0.6554
C 1.44873 -0.42972 -0.75881 -0.7353
F 0.77296 -1.48698 -1.15341 -0.0043
Br 3.15395 -1.00596 0.25661 0.5566
H -1.00248 0.61467 1.61900 0.0529
H -0.63823 -0.92928 1.14905 0.0912
H 1.86407 0.20079 -1.58552 0.0606
```